1.
The following is a quantum chemistry calculation of a cluster of 2 separate species, C5H13N2O in total, from OMol25.

Last column: natural (NBO) charge in e.
Atoms and positions in Å:
C  -1.2706  1.2887  0.2804  -0.26
C  0.2623  1.2147  0.1584  -0.43
C  0.6302  -0.0302  -0.6312  -0.06
C  1.6739  -0.8370  -0.0734  -0.02
C  0.8712  0.2248  -2.1992  -0.04
N  -0.4296  -0.3436  -1.4526  -0.19
N  -2.0268  0.1565  0.7941  -0.78
H  -1.5851  1.4822  -0.7228  0.22
H  -1.5724  2.1084  1.0259  0.30
H  0.6372  2.2070  -0.1072  0.31
H  0.7845  0.9885  1.1416  0.26
H  2.5621  -0.2514  0.0544  0.29
H  1.6524  -1.8360  -0.4562  0.27
H  1.3293  -0.7189  -2.6430  0.29
H  0.5397  1.0554  -2.9087  0.34
H  -2.9986  -0.0080  0.5851  0.44
H  -1.7285  -0.3533  1.6909  0.44
H  -0.9881  -0.7907  -0.6903  0.48
H  0.7113  -2.3779  2.7235  0.53
H  0.7498  -1.3975  1.2652  0.38
O  0.1959  -1.7815  2.1652  -0.78

Output
Spin multiplicity: 2
ΔE to the lowest compared entry with this formula, charge and spin, kcal/mol: 235.8
HOMO level (spin up / spin down), Eh: -0.6590 / -0.6585
Total charge: +2
Orbital gap (spin up / spin down), eV: 4.8 / 4.8

2.
The following is a quantum chemistry calculation of a cluster of 2 separate species, C3H7Cl2NSi in total, from OMol25.

Last column: natural (NBO) charge in e.
Atoms and positions in Å:
C  -0.8077  -1.8517  1.9597  -0.33
C  -0.1011  -1.4544  0.8311  -0.75
C  0.0339  2.0877  -1.2068  -0.42
N  0.0749  0.8372  -0.6201  -1.08
Si  0.8207  0.1168  0.6866  1.75
Cl  2.2970  0.2383  2.0065  -0.30
Cl  0.3702  -0.8958  -2.7899  -0.44
H  -1.5855  -2.7194  2.0255  0.22
H  -0.8823  -1.1806  2.8407  0.18
H  -0.2969  -2.2192  -0.0298  0.28
H  0.1179  2.0448  -2.3201  0.21
H  -1.0312  2.4069  -0.9696  0.20
H  0.7782  2.6746  -0.7007  0.19
H  0.2121  -0.0853  -1.7132  0.31

Output
Structure (SMILES): C=C/[Si](Cl)=N/C.Cl
ΔE to the lowest compared entry with this formula, charge and spin, kcal/mol: 70.2
HOMO level (spin up / spin down), Eh: -0.3406 / -0.3406
Orbital gap (spin up / spin down), eV: 8.7 / 8.7

3.
The following is a quantum chemistry calculation of a cluster of 12 separate species, CH29BO14P2 in total, from OMol25.

Last column: natural (NBO) charge in e.
Atoms and positions in Å:
O  -0.5747  -0.1061  2.3107  -1.13
P  -1.3886  0.0456  1.0835  1.22
P  -0.7354  -1.5379  -0.2653  0.25
C  -0.5503  -0.8829  -1.9749  -1.10
B  0.0248  0.5648  -2.0861  1.18
O  1.2720  0.9095  -1.6494  -0.94
O  -0.7196  1.5467  -2.7232  -0.95
H  -2.7371  -0.1213  1.4286  -0.07
H  -1.1453  1.2991  0.5008  -0.07
H  -1.8599  -2.3793  -0.3800  0.01
H  0.1554  -1.5485  -2.4571  0.31
H  -1.4818  -0.9020  -2.5183  0.25
H  1.6685  1.4495  -2.3594  0.53
H  -1.4154  1.9100  -2.1527  0.51
O  2.1404  -2.5449  -1.7676  -0.95
H  2.5220  -3.3570  -1.4164  0.49
H  2.6092  -1.8358  -1.3155  0.47
O  2.8030  1.2705  0.9986  -0.95
H  3.7026  1.0071  0.7739  0.46
H  2.3206  1.1554  0.1715  0.49
O  -3.6516  1.9669  0.2340  -0.97
H  -4.0945  2.4652  -0.4652  0.50
H  -3.6548  2.5718  0.9845  0.48
O  3.8800  2.0877  -2.7562  -0.97
H  4.3141  1.2542  -2.5466  0.47
H  4.3806  2.7452  -2.2577  0.50
O  0.3110  -3.1440  2.9745  -0.97
H  -0.1515  -2.6227  2.3064  0.49
H  0.3360  -2.5429  3.7282  0.48
O  -1.6360  -0.5681  -5.2764  -0.94
H  -2.0907  -0.0406  -5.9410  0.47
H  -1.5877  0.0143  -4.5082  0.47
O  4.9890  2.9482  -0.1229  -0.98
H  4.1750  2.9617  0.4006  0.49
H  5.6940  3.0970  0.5154  0.48
O  0.8197  -3.8971  6.2191  -0.94
H  0.8620  -3.8264  5.2600  0.47
H  0.6430  -4.8300  6.3768  0.47
O  -4.4945  4.6610  -1.1103  -0.96
H  -4.9400  5.1428  -1.8149  0.48
H  -4.4963  5.2697  -0.3639  0.48
O  -4.4869  0.8705  3.6381  -0.94
H  -3.5515  0.6390  3.6260  0.47
H  -4.7803  0.7480  2.7284  0.47
O  1.9972  -4.8162  1.0356  -0.96
H  2.9462  -4.8498  1.1914  0.46
H  1.6581  -4.2477  1.7423  0.50

Output
Structure (SMILES): O=[PH2]PCB(O)O.O.O.O.O.O.O.O.O.O.O.O
HOMO level, Eh: -0.3392
Orbital gap, eV: 9.1

4.
The following is a quantum chemistry calculation of a structure of composition C12H18HfN2O12Zn, from OMol25.

Last column: natural (NBO) charge in e.
Atoms and positions in Å:
Zn  -11.9806  -15.1507  -1.3471  1.86
Hf  -14.3094  -16.8222  -6.1689  2.50
N  -14.8043  -14.6305  -3.3301  0.76
O  -13.7565  -14.7393  -2.6414  -0.73
O  -14.7873  -14.8890  -4.5056  -0.55
O  -15.7918  -14.1941  -2.7898  -0.30
N  -11.4842  -17.3474  -3.8304  0.77
O  -12.3897  -17.2685  -4.6549  -0.60
O  -10.6663  -18.2217  -3.9322  -0.25
O  -11.5432  -16.5678  -2.8585  -0.74
O  -14.8798  -17.6686  -3.9172  -0.78
C  -15.4098  -18.2812  -2.9906  0.89
O  -16.1764  -19.3388  -3.2928  -0.44
C  -16.7762  -20.0746  -2.1969  -0.08
C  -16.2529  -19.2433  -0.9799  -0.45
C  -15.5381  -17.9879  -1.5143  -0.51
H  -16.5097  -21.1291  -2.1262  0.24
H  -17.8646  -20.1334  -2.1989  0.24
H  -15.5298  -19.9008  -0.4973  0.24
H  -16.9076  -18.9327  -0.1657  0.27
H  -14.5370  -17.8494  -1.1060  0.24
H  -16.1100  -17.0617  -1.4575  0.27
O  -12.5536  -15.1203  -6.2609  -0.77
C  -11.6459  -14.4309  -6.7142  0.88
O  -10.8537  -14.8854  -7.7087  -0.43
C  -9.8177  -13.9382  -8.0147  -0.08
C  -10.4067  -12.6565  -7.4477  -0.43
C  -11.2093  -13.0801  -6.2727  -0.51
H  -9.5609  -13.7992  -9.0648  0.25
H  -8.8914  -14.1690  -7.4885  0.21
H  -11.1906  -12.2722  -8.1004  0.23
H  -9.6173  -11.9454  -7.2041  0.27
H  -12.0124  -12.4197  -5.9456  0.27
H  -10.6239  -13.4697  -5.4399  0.24
O  -14.8242  -8.9072  -1.5597  -0.50
C  -14.4555  -9.6161  -2.4788  0.78
O  -13.1525  -9.5968  -2.8886  -0.50
C  -12.8616  -10.4000  -4.0112  -0.06
C  -14.2988  -10.4446  -4.6324  -0.43
C  -15.2333  -10.5260  -3.5308  -0.52
H  -12.6370  -11.4181  -3.6931  0.12
H  -12.0360  -9.9324  -4.5477  0.22
H  -14.4946  -11.3372  -5.2266  0.19
H  -14.5105  -9.5835  -5.2664  0.24
H  -15.3641  -11.5234  -3.1111  0.21
H  -16.1948  -10.1459  -3.8762  0.27

Output
Spin multiplicity: 2
HOMO level (spin up / spin down), Eh: -0.5858 / -0.5858
Total charge: +3
Orbital gap (spin up / spin down), eV: 1.8 / 1.8

5.
The following is a quantum chemistry calculation of a cluster of 3 separate species, CH6O3 in total, from OMol25.

Last column: natural (NBO) charge in e.
Atoms and positions in Å:
O  -0.5522  -0.4507  0.4133  -0.48
C  0.4937  0.0509  0.2138  0.29
H  1.4292  -0.5128  0.2530  0.09
H  0.6590  1.1324  0.3150  0.10
H  -2.9026  0.5536  1.9351  0.47
H  -4.3797  0.3569  2.2709  0.47
O  -3.6402  1.0914  2.1880  -0.94
H  2.8016  -1.2542  -1.9426  0.46
H  3.0156  -0.0114  -2.7842  0.46
O  3.0756  -0.9559  -2.8622  -0.93

Output
Structure (SMILES): C=O.O.O
ΔE to the lowest compared entry with this formula, charge and spin, kcal/mol: 14.5
HOMO level, Eh: -0.3934
Orbital gap, eV: 11.0

6.
The following is a quantum chemistry calculation of a structure of composition C3H6N3O3, from OMol25.

Last column: natural (NBO) charge in e.
Atoms and positions in Å:
C  1.5137  1.7632  -0.3208  0.54
C  0.5047  -1.6847  0.2504  -0.63
C  0.3232  -0.1868  0.5961  0.08
N  -1.5254  -0.0491  1.0287  -0.40
N  0.6721  0.7303  -0.4645  -0.64
N  -2.2676  0.0820  0.0067  0.54
O  -1.8483  0.2721  -1.1180  -0.61
O  2.3700  1.8803  0.5374  -0.65
O  -3.5017  -0.0043  0.1678  -0.58
H  1.2638  2.4342  -1.2356  0.08
H  1.5161  -1.8689  -0.3425  0.19
H  -0.2112  -2.0862  -0.4369  0.22
H  0.3704  -2.2634  1.0910  0.21
H  0.7225  0.2164  1.5554  0.22
H  0.0977  0.7651  -1.3150  0.43

Output
ΔE to the lowest compared entry with this formula, charge and spin, kcal/mol: 93.1
HOMO level, Eh: -0.1536
Total charge: -1
Orbital gap, eV: 8.0